Record 1
# C28H52FN7O8

A 3-piece molecular cluster, C28H52FN7O8 overall at a distorted geometry (ωB97M-V/def2-TZVPD, OMol25).

Summary:
**Orbital gap**: 6.9619 eV
**HOMO**: -8.6 eV
**Energy**: -59403.6194 eV
**Structure (SMILES)**: [H]/N=C(\N)NCCCCC1=C(C(=O)NC(=O)F)C(=O)C(CCCN)=CC1=O.COCCNCCOC.COCCNCCOC

Geometry as ORCA input:
```
! RIJCOSX wB97M-V def2-TZVPD def2/J DEFGRID3
* xyz 0 1
N -0.336 -1.965 2.710
C -0.170 -0.798 2.251
N 0.075 0.385 3.023
N -0.249 -0.561 0.838
C 0.500 -1.528 0.013
C 1.915 -1.762 0.553
C 2.927 -2.047 -0.557
C 3.553 -0.801 -1.253
C 2.881 0.510 -0.961
C 3.126 1.293 0.101
C 4.191 0.990 1.103
O 4.555 -0.107 1.408
N 4.859 2.178 1.590
C 4.393 2.732 2.806
O 4.652 3.798 3.208
F 3.566 1.892 3.474
C 2.337 2.541 0.333
O 2.210 2.973 1.454
C 1.712 3.206 -0.851
C 1.342 4.666 -0.798
C 2.311 5.583 -0.029
C 1.933 5.881 1.435
N 1.512 7.279 1.633
C 1.484 2.437 -1.917
C 1.841 1.003 -1.938
O 1.337 0.236 -2.725
H -0.206 -1.958 3.722
H -0.654 0.481 3.726
H 0.981 0.344 3.478
H -1.230 -0.597 0.577
H -0.018 -2.492 -0.095
H 0.559 -1.088 -0.985
H 2.228 -0.893 1.142
H 1.895 -2.605 1.249
H 3.755 -2.618 -0.127
H 2.470 -2.697 -1.311
H 3.531 -0.946 -2.337
H 4.599 -0.713 -0.949
H 5.832 1.913 1.744
H 0.333 4.775 -0.379
H 1.281 4.995 -1.841
H 3.331 5.188 -0.086
H 2.344 6.541 -0.561
H 2.783 5.659 2.089
H 1.133 5.200 1.744
H 1.397 7.765 0.754
H 0.632 7.333 2.130
H 1.006 2.817 -2.818
C 3.194 -2.644 -5.565
O 2.363 -3.349 -4.669
C 1.215 -2.629 -4.229
C -0.059 -3.187 -4.822
N -0.145 -2.923 -6.250
C -1.232 -3.600 -6.945
C -1.280 -5.123 -6.922
O -0.253 -5.754 -7.662
C 0.982 -5.897 -6.990
H 4.125 -3.202 -5.651
H 2.754 -2.550 -6.565
H 3.418 -1.638 -5.194
H 1.318 -1.565 -4.451
H 1.165 -2.738 -3.142
H -0.908 -2.708 -4.324
H -0.096 -4.259 -4.580
H 0.733 -3.166 -6.689
H -1.197 -3.288 -7.991
H -2.179 -3.229 -6.536
H -2.215 -5.424 -7.400
H -1.302 -5.521 -5.899
H 0.839 -6.082 -5.921
H 1.626 -5.020 -7.111
H 1.493 -6.754 -7.428
C -2.641 -1.452 4.932
O -2.710 -0.293 4.125
C -3.672 -0.336 3.079
C -4.837 0.589 3.352
N -5.648 0.111 4.459
C -6.672 1.037 4.926
C -6.242 2.405 5.442
O -5.538 2.374 6.668
C -4.154 2.108 6.570
H -1.723 -1.369 5.515
H -3.483 -1.528 5.629
H -2.594 -2.362 4.328
H -4.016 -1.363 2.924
H -3.174 -0.004 2.163
H -5.460 0.631 2.452
H -4.428 1.596 3.515
H -5.046 -0.138 5.233
H -7.220 0.539 5.730
H -7.385 1.196 4.109
H -7.153 2.975 5.640
H -5.669 2.968 4.695
H -3.724 2.550 5.666
H -3.934 1.036 6.577
H -3.674 2.557 7.439
*
```

Löwdin population analysis, charges in e, atoms 1 to 6: N 0.178; C -0.521; N 0.105; N 0.008; C -0.212; C -0.193

=====

Record 2
# C5H9ClO

The molecule C5H9ClO at a distorted geometry (ωB97M-V/def2-TZVPD, OMol25).

Summary:
**Orbital gap**: 10.3137 eV
**Energy relative to the best compared isomer or geometry (same formula, charge and spin)**: 2.097 eV
**HOMO**: -9.5 eV
**Energy**: -19899.1111 eV
**Structure (SMILES)**: C/C(=C/CO)CCl

Geometry as ORCA input:
```
! RIJCOSX wB97M-V def2-TZVPD def2/J DEFGRID3
* xyz 0 1
C 1.273 1.459 -0.702
C 0.507 0.294 0.028
C 1.429 -0.600 0.724
C -0.777 0.384 0.172
C -1.935 -0.627 0.290
H 0.483 2.101 -1.076
H 1.986 1.959 -0.030
H 1.827 0.954 -1.481
H 2.027 -0.025 1.528
H 1.084 -1.439 1.272
H -1.187 1.378 -0.023
H -2.788 0.056 0.355
H -1.838 -1.299 1.168
H -2.689 -1.989 -0.860
O -2.052 -1.336 -0.965
Cl 2.650 -1.272 -0.401
*
```

Löwdin population analysis, charges in e, atoms 1 to 6: C -0.055; C -0.380; C -0.540; C -0.059; C -0.211; H 0.069

=====

Record 3
# C6H16N4OsS3

C6H16N4OsS3 as an isolated structure (ωB97M-V/def2-TZVPD, OMol25).

Summary:
**Orbital gap (spin up / spin down)**: 6.4378 / 6.4359 eV
**Energy relative to the best compared isomer or geometry (same formula, charge and spin)**: 0.000 eV
**HOMO (spin up / spin down)**: -15.9 / -15.9 eV
**Energy**: -47398.6047 eV

Geometry as ORCA input:
```
! RIJCOSX wB97M-V def2-TZVPD def2/J DEFGRID3
* xyz 2 1
Os -0.861 1.722 -1.419
S 0.732 5.480 0.334
C 0.108 4.220 -0.341
S -1.197 3.034 0.242
S 0.509 3.310 -1.886
N -1.361 1.091 -3.467
H -2.365 1.118 -3.644
H -1.049 0.146 -3.691
H -0.939 1.689 -4.177
C 1.270 -0.157 2.317
N 1.058 -0.084 0.869
C 2.074 0.669 0.133
C 0.029 -0.675 0.267
N -0.499 -0.132 -0.884
N -0.527 -1.775 0.758
C 0.228 -2.755 1.550
C -1.889 -2.189 0.408
H 1.485 0.850 2.674
H 2.112 -0.800 2.569
H 0.372 -0.513 2.813
H 3.049 0.401 0.535
H 1.937 1.745 0.252
H 2.054 0.409 -0.922
H -0.857 -0.849 -1.509
H 1.292 -2.554 1.488
H 0.039 -3.740 1.126
H -0.093 -2.753 2.590
H -2.502 -1.327 0.162
H -2.326 -2.680 1.275
H -1.886 -2.901 -0.420
*
```

Löwdin population analysis, charges in e, atoms 1 to 6: Os 0.892; S 0.865; C -1.564; S 0.545; S 0.562; N -0.051

=====

Record 4
# C18H57BO10P2S9

A 9-piece molecular cluster, C18H57BO10P2S9 overall at a distorted geometry (ωB97M-V/def2-TZVPD, OMol25).

Summary:
**Orbital gap**: 7.5985 eV
**HOMO**: -7.2 eV
**Energy**: -156830.5384 eV

Geometry as ORCA input:
```
! RIJCOSX wB97M-V def2-TZVPD def2/J DEFGRID3
* xyz 0 1
C -5.022 0.765 3.103
C -4.498 -0.592 3.702
O -4.414 -1.552 2.636
B -3.088 -1.756 2.209
O -2.088 -2.264 3.058
P -2.491 -1.392 0.398
P -3.874 -2.491 -0.901
S -4.864 -1.319 -2.117
H -4.211 1.501 3.048
H -5.795 1.143 3.787
H -5.444 0.555 2.113
H -5.169 -0.957 4.488
H -3.499 -0.373 4.115
H -2.307 -2.075 3.972
H -2.616 0.003 0.145
H -3.067 -3.356 -1.702
H -4.700 -3.321 -0.087
C -3.700 -3.077 -5.892
S -4.611 -3.834 -4.536
O -3.609 -4.510 -3.654
C -5.391 -5.119 -5.531
H -3.101 -2.264 -5.484
H -3.047 -3.815 -6.360
H -4.405 -2.677 -6.621
H -4.630 -5.728 -6.021
H -6.041 -4.656 -6.274
H -5.987 -5.746 -4.869
C 0.201 3.374 1.917
S -1.465 3.297 1.242
O -1.766 1.857 0.968
C -1.060 4.066 -0.335
H 0.191 2.905 2.899
H 0.891 2.840 1.261
H 0.503 4.413 2.017
H -0.287 3.487 -0.841
H -0.716 5.086 -0.162
H -1.962 4.085 -0.945
C 2.908 3.242 2.587
S 3.075 3.564 0.821
O 1.874 2.984 0.150
C 4.443 2.423 0.556
H 2.071 3.829 2.962
H 2.713 2.181 2.752
H 3.822 3.542 3.099
H 4.150 1.418 0.855
H 5.308 2.751 1.134
H 4.693 2.429 -0.504
C 0.712 -2.814 -0.566
S 1.705 -3.872 -1.629
O 3.111 -3.373 -1.519
C 1.041 -3.259 -3.187
H 0.999 -3.009 0.466
H 0.902 -1.767 -0.804
H -0.343 -3.043 -0.696
H 1.198 -2.182 -3.258
H -0.023 -3.491 -3.245
H 1.565 -3.758 -4.001
C 8.387 -0.287 1.313
S 6.762 0.151 1.951
O 6.959 0.798 3.284
C 6.227 -1.543 2.247
H 8.932 0.631 1.094
H 8.931 -0.863 2.061
H 8.270 -0.869 0.402
H 6.919 -2.034 2.931
H 6.189 -2.080 1.300
H 5.233 -1.513 2.692
C -6.435 2.638 -5.625
S -6.278 1.832 -4.019
O -6.498 0.375 -4.232
C -7.799 2.504 -3.324
H -5.599 2.322 -6.245
H -7.373 2.343 -6.097
H -6.401 3.720 -5.493
H -8.649 2.217 -3.945
H -7.723 3.591 -3.265
H -7.924 2.094 -2.324
C 8.223 -4.421 -2.450
S 7.327 -3.109 -1.599
O 8.029 -2.859 -0.301
C 5.849 -4.061 -1.227
H 9.201 -4.038 -2.735
H 8.346 -5.276 -1.785
H 7.673 -4.713 -3.344
H 6.106 -4.939 -0.632
H 5.365 -4.360 -2.154
H 5.176 -3.424 -0.664
C -1.383 4.399 6.272
S -0.574 5.784 5.450
O -0.203 5.327 4.079
C 0.926 5.746 6.448
H -2.334 4.218 5.775
H -0.757 3.509 6.199
H -1.561 4.652 7.318
H 1.403 4.769 6.364
H 0.676 5.957 7.488
H 1.601 6.514 6.075
*
```

Löwdin population analysis, charges in e, atoms 1 to 6: C -0.044; C -0.231; O -0.034; B -0.812; O 0.079; P 0.769